# 1
ORCA calculation (the ωB97M-V functional and the def2-TZVPD basis) on a cluster of 4 separate species, C24H57N4O9 in total in a non-equilibrium geometry.

Values from the calculation:
HOMO energy   -0.1308 hartree
DFT total energy   -50195.91438 eV
Lowest unoccupied orbital energy   1.60 eV
Total charge   -1

Last columns: bonded neighbours and bond lengths (Å).
Atoms and positions in Å:
1 C 0.48908 -5.92336 -6.17453  C2 1.591, H11 1.118, H12 1.117, H13 1.113
2 C -0.31951 -4.99527 -7.18310  C1 1.591, C3 1.583, H14 1.117, H15 1.122
3 C -1.85769 -5.07524 -6.81967  C2 1.583, C4 1.572, H16 1.116, H17 1.127
4 C -2.81684 -5.09739 -8.06536  C3 1.572, O5 1.418, H18 1.122, H19 1.126
5 O -4.01235 -5.84065 -7.89406  C4 1.418, C6 1.414
6 C -4.80516 -5.36023 -6.82609  O5 1.414, N7 1.479, C8 1.600, H20 1.123
7 N -5.37541 -4.01324 -7.04779  C6 1.479, H21 1.023, H22 1.023
8 C -6.05647 -6.35127 -6.71288  C6 1.600, O9 1.244, O10 1.281
9 O -7.07282 -6.03775 -6.06846  C8 1.244
10 O -5.93964 -7.48314 -7.30036  C8 1.281
11 H 1.51685 -5.51196 -6.02007  C1 1.118
12 H -0.02037 -5.87294 -5.18129  C1 1.117
13 H 0.52274 -6.98667 -6.50201  C1 1.113
14 H -0.10847 -5.26456 -8.24658  C2 1.117
15 H 0.03865 -3.95462 -6.96236  C2 1.122
16 H -2.03460 -5.90101 -6.09067  C3 1.116
17 H -2.08891 -4.12722 -6.25538  C3 1.127
18 H -2.99519 -4.04518 -8.41251  C4 1.122
19 H -2.24969 -5.60302 -8.89578  C4 1.126
20 H -4.31576 -5.39925 -5.81616  C6 1.123
21 H -4.67805 -3.32671 -7.34526  N7 1.023
22 H -5.68906 -3.66914 -6.13653  N7 1.023
23 C -5.94407 -1.41484 -4.15204  O24 1.420, H32 1.090, H33 1.093, H34 1.092
24 O -4.97028 -0.92974 -5.06403  C23 1.420, C25 1.420
25 C -5.01132 0.47322 -5.28106  O24 1.420, C26 1.528, H35 1.096, H36 1.093
26 C -3.92669 1.21413 -4.49966  C25 1.528, N27 1.459, H37 1.095, H38 1.094
27 N -4.18671 1.23074 -3.06371  C26 1.459, C28 1.467, H39 1.011
28 C -3.03048 1.50721 -2.20425  N27 1.467, C29 1.535, H40 1.092, H41 1.097
29 C -1.71225 0.75123 -2.41921  C28 1.535, O30 1.420, H42 1.094, H43 1.096
30 O -1.70777 -0.60914 -2.01244  C29 1.420, C31 1.418
31 C -2.45377 -1.48600 -2.84007  O30 1.418, H44 1.091, H45 1.090, H46 1.091
32 H -6.03198 -2.49162 -4.29445  C23 1.090
33 H -5.63297 -1.24984 -3.11692  C23 1.093
34 H -6.92288 -0.95820 -4.31533  C23 1.092
35 H -6.00780 0.88654 -5.08526  C25 1.096
36 H -4.80604 0.62221 -6.34449  C25 1.093
37 H -3.87078 2.24669 -4.86023  C26 1.095
38 H -2.97806 0.72426 -4.73945  C26 1.094
39 H -4.57949 0.34280 -2.78246  N27 1.011
40 H -3.35393 1.32417 -1.17705  C28 1.092
41 H -2.82001 2.58135 -2.27086  C28 1.097
42 H -0.96953 1.23686 -1.77942  C29 1.094
43 H -1.32899 0.84815 -3.44178  C29 1.096
44 H -2.31342 -1.27444 -3.90135  C31 1.091
45 H -3.50659 -1.44470 -2.56096  C31 1.090
46 H -2.11503 -2.50506 -2.64778  C31 1.091
47 C 2.56009 1.24972 2.81028  O48 1.422, H56 1.090, H57 1.093, H58 1.091
48 O 1.53644 1.53331 3.75500  C47 1.422, C49 1.426
49 C 1.57704 2.85052 4.29931  O48 1.426, C50 1.528, H59 1.097, H60 1.094
50 C 0.54979 3.77770 3.65123  C49 1.528, N51 1.459, H61 1.095, H62 1.094
51 N 0.90013 4.12399 2.27762  C50 1.459, C52 1.466, H63 1.011
52 C -0.19628 4.62119 1.44020  N51 1.466, C53 1.535, H64 1.093, H65 1.097
53 C -1.53379 3.86887 1.38977  C52 1.535, O54 1.418, H66 1.094, H67 1.096
54 O -1.52425 2.64487 0.67378  C53 1.418, C55 1.417
55 C -0.84093 1.58123 1.31374  O54 1.417, H68 1.091, H69 1.090, H70 1.092
56 H 2.62738 0.16709 2.70053  C47 1.090
57 H 2.31355 1.65940 1.82764  C47 1.093
58 H 3.53096 1.63059 3.13078  C47 1.091
59 H 2.58657 3.27748 4.26579  C49 1.097
60 H 1.30675 2.75242 5.35463  C49 1.094
61 H 0.48032 4.69797 4.24039  C50 1.095
62 H -0.41627 3.26752 3.71266  C50 1.094
63 H 1.30234 3.31809 1.81888  N51 1.011
64 H 0.19142 4.67675 0.42003  C52 1.093
65 H -0.40047 5.65447 1.74664  C52 1.097
66 H -2.22973 4.50882 0.83948  C53 1.094
67 H -1.98142 3.73164 2.38089  C53 1.096
68 H -1.04715 1.54036 2.38474  C55 1.091
69 H 0.22828 1.66222 1.11541  C55 1.090
70 H -1.17552 0.64432 0.86472  C55 1.092
71 C 8.08982 3.02538 8.37747  O72 1.416, H80 1.090, H81 1.093, H82 1.093
72 O 7.76234 1.64914 8.43593  C71 1.416, C73 1.423
73 C 6.72248 1.32124 9.35063  O72 1.423, C74 1.528, H83 1.096, H84 1.093
74 C 5.38089 1.09726 8.65419  C73 1.528, N75 1.460, H85 1.095, H86 1.094
75 N 4.80467 2.33665 8.14225  C74 1.460, C76 1.467, H87 1.011
76 C 3.78110 2.18836 7.10170  N75 1.467, C77 1.535, H88 1.093, H89 1.097
77 C 4.03127 1.27393 5.89433  C76 1.535, O78 1.422, H90 1.090, H91 1.096
78 O 4.95912 1.76789 4.93660  C77 1.422, C79 1.416
79 C 6.31316 1.75695 5.35007  O78 1.416, H92 1.091, H93 1.090, H94 1.091
80 H 9.06877 3.11602 7.90645  C71 1.090
81 H 7.38068 3.58030 7.75815  C71 1.093
82 H 8.13428 3.47745 9.37137  C71 1.093
83 H 6.64277 2.05980 10.15696  C73 1.096
84 H 7.01236 0.37366 9.81156  C73 1.093
85 H 4.68082 0.65090 9.36742  C74 1.095
86 H 5.55835 0.36748 7.85846  C74 1.094
87 H 5.54049 2.92390 7.77460  N75 1.011
88 H 3.57746 3.19247 6.72099  C76 1.093
89 H 2.85945 1.85438 7.59362  C76 1.097
90 H 3.08532 1.20235 5.35681  C77 1.090
91 H 4.28298 0.24708 6.18262  C77 1.096
92 H 6.57613 0.84241 5.88400  C79 1.091
93 H 6.51891 2.64328 5.95091  C79 1.090
94 H 6.94063 1.82501 4.45989  C79 1.091


# 2
ORCA calculation (the ωB97M-V functional and the def2-TZVPD basis) on a cluster of 8 separate species, C24H57O17P3 in total in a non-equilibrium geometry.

Values from the calculation:
HOMO energy   -0.3337 hartree
DFT total energy   -88478.70426 eV
Energy relative to the best compared isomer or geometry (same formula, charge and spin)   1411.7 kJ/mol
Structure (SMILES)   COP(=O)(OC)OC.COP(=O)(OC)OC.COP(=O)(OC)OC.CC(C)=O.CC(C)=O.CC(C)=O.CC(C)=O.CC(C)=O
Lowest unoccupied orbital energy   0.30 eV
Total charge   0

Last columns: bonded neighbours and bond lengths (Å).
Atoms and positions in Å:
1 C 0.65594 2.36002 2.97080  O2 1.419, H9 1.078, H10 0.976, H11 1.058
2 O -0.32006 1.33002 3.00280  C1 1.419, P3 1.573
3 P -0.12206 -0.19098 2.65580  O2 1.573, O4 1.540, O5 1.636, O7 1.567
4 O -0.48406 -0.55398 1.20380  P3 1.540
5 O 1.38994 -0.70298 3.01480  P3 1.636, C6 1.369
6 C 1.75694 -2.00398 2.80080  O5 1.369, H12 1.093, H13 1.155, H14 1.088
7 O -1.07806 -1.09498 3.50780  P3 1.567, C8 1.484
8 C -2.38106 -0.57998 3.99780  O7 1.484, H15 1.058, H16 1.127, H17 1.057
9 H 1.59894 1.97902 3.32780  C1 1.078
10 H 0.40694 3.19202 3.41680  C1 0.976
11 H 0.87994 2.54002 1.95280  C1 1.058
12 H 1.86894 -2.53198 1.85080  C6 1.093
13 H 0.97994 -2.66198 3.34580  C6 1.155
14 H 2.71794 -2.11098 3.29880  C6 1.088
15 H -3.11706 -1.04298 3.39580  C8 1.058
16 H -2.41006 0.53002 3.80280  C8 1.127
17 H -2.57706 -0.66398 5.03280  C8 1.057
18 C -3.58406 5.25502 -1.85820  O19 1.387, H26 1.114, H27 1.038, H28 1.032
19 O -4.89006 4.95202 -1.50320  C18 1.387, P20 1.622
20 P -5.53006 3.49002 -1.79120  O19 1.622, O21 1.492, O22 1.575, O24 1.551
21 O -4.52306 2.59402 -2.43120  P20 1.492
22 O -6.03906 2.79902 -0.47020  P20 1.575, C23 1.384
23 C -5.08406 2.49502 0.48480  O22 1.384, H29 0.892, H30 1.159, H31 1.034
24 O -6.73806 3.54502 -2.76220  P20 1.551, C25 1.377
25 C -7.24806 2.40702 -3.34720  O24 1.377, H32 1.113, H33 1.040, H34 1.085
26 H -3.45506 5.25602 -2.96520  C18 1.114
27 H -2.93306 4.55402 -1.45420  C18 1.038
28 H -3.29006 6.09602 -1.33720  C18 1.032
29 H -5.45106 2.29902 1.27380  C23 0.892
30 H -4.60506 3.51302 0.76480  C23 1.159
31 H -4.27706 1.92102 0.18880  C23 1.034
32 H -8.12106 2.58402 -4.01520  C25 1.113
33 H -7.58006 1.90302 -2.50020  C25 1.040
34 H -6.45806 1.90102 -3.89320  C25 1.085
35 C -1.14306 1.76002 -1.50320  O36 1.447, H43 1.064, H44 1.023, H45 0.948
36 O -1.08606 0.32802 -1.70020  C35 1.447, P37 1.656
37 P 0.40294 -0.39598 -1.68720  O36 1.656, O38 1.504, O39 1.641, O41 1.699
38 O 0.83494 -0.34398 -3.12720  P37 1.504
39 O 1.54594 0.46302 -0.88220  P37 1.641, C40 1.384
40 C 2.79394 -0.11098 -0.71520  O39 1.384, H46 0.915, H47 1.198, H48 1.329
41 O 0.32194 -2.03298 -1.23820  P37 1.699, C42 1.444
42 C -0.43206 -2.97798 -2.02720  O41 1.444, H49 1.069, H50 1.088, H51 0.998
43 H -2.01406 2.27602 -1.83120  C35 1.064
44 H -0.28306 2.22602 -1.80320  C35 1.023
45 H -1.24306 1.95302 -0.58020  C35 0.948
46 H 3.01694 -0.59398 -1.45920  C40 0.915
47 H 2.94194 -0.91598 0.15980  C40 1.198
48 H 3.60294 0.94202 -0.66020  C40 1.329
49 H -1.40706 -2.63198 -1.75720  C42 1.069
50 H -0.12806 -3.92798 -1.59220  C42 1.088
51 H -0.25006 -2.89498 -3.00520  C42 0.998
52 C 2.52194 -5.04798 -1.03520  C53 1.477, H56 0.971, H57 1.153, H58 1.168
53 C 3.60194 -4.22498 -0.45420  C52 1.477, C54 1.542, O55 1.133
54 C 4.02294 -4.47898 1.00680  C53 1.542, H59 0.995, H60 1.162, H61 1.040
55 O 3.98694 -3.31498 -1.00920  C53 1.133
56 H 2.62894 -5.89898 -1.49020  C52 0.971
57 H 1.98994 -4.49398 -1.89520  C52 1.153
58 H 1.56694 -5.11098 -0.36620  C52 1.168
59 H 4.95994 -4.26998 1.26980  C54 0.995
60 H 3.79594 -5.60498 1.18480  C54 1.162
61 H 3.51594 -4.13198 1.84580  C54 1.040
62 C -1.56706 -4.28698 1.06080  C63 1.443, H66 0.963, H67 1.111, H68 0.983
63 C -1.07006 -4.51998 2.39480  C62 1.443, C64 1.476, O65 1.281
64 C -1.87906 -4.14498 3.57080  C63 1.476, H69 1.147, H70 1.001, H71 1.040
65 O 0.04394 -5.12298 2.58780  C63 1.281
66 H -1.18306 -3.48098 0.69880  C62 0.963
67 H -2.67506 -4.21398 1.01180  C62 1.111
68 H -1.28706 -4.90098 0.34580  C62 0.983
69 H -2.74306 -3.41198 3.39280  C64 1.147
70 H -1.32806 -3.52398 4.13080  C64 1.001
71 H -2.16506 -4.99598 4.09580  C64 1.040
72 C 8.05794 1.61502 1.22180  C73 1.530, H76 1.165, H77 1.102, H78 1.228
73 C 7.00994 1.20002 0.18780  C72 1.530, C74 1.486, O75 1.159
74 C 7.48994 1.36602 -1.20820  C73 1.486, H79 1.156, H80 1.210, H81 1.299
75 O 5.97394 0.80102 0.52180  C73 1.159
76 H 7.93494 1.00002 2.20380  C72 1.165
77 H 7.99394 2.71002 1.11380  C72 1.102
78 H 9.22594 1.39002 0.91480  C72 1.228
79 H 6.75894 2.16602 -1.61120  C74 1.156
80 H 7.43294 0.33102 -1.83220  C74 1.210
81 H 8.62594 1.94902 -1.44920  C74 1.299
82 C 2.77294 3.23802 -2.48620  C83 1.458, H86 1.191, H87 1.032, H88 1.068
83 C 2.49694 3.82902 -1.18220  C82 1.458, C84 1.529, O85 1.282
84 C 3.59594 3.96502 -0.12820  C83 1.529, H89 1.107, H90 0.981, H91 1.041
85 O 1.34994 4.36702 -0.98320  C83 1.282
86 H 1.74594 3.14002 -3.08220  C82 1.191
87 H 3.29494 2.35002 -2.54820  C82 1.032
88 H 3.21694 3.94002 -3.15720  C82 1.068
89 H 4.16394 3.05902 -0.41420  C84 1.107
90 H 3.21794 4.11402 0.76480  C84 0.981
91 H 4.23394 4.73102 -0.42720  C84 1.041
92 C -3.54306 -1.29398 0.37080  C93 1.408, H96 1.039, H97 1.111, H98 1.117
93 C -4.09106 -1.66198 -0.87320  C92 1.408, C94 1.548, O95 1.259
94 C -4.46306 -0.57498 -1.91020  C93 1.548, H99 1.136, H100 1.181, H101 1.078
95 O -4.31006 -2.84798 -1.23620  C93 1.259
96 H -3.63006 -2.22398 0.82680  C92 1.039
97 H -4.37106 -0.73498 0.85580  C92 1.111
98 H -2.61106 -0.72998 0.12380  C92 1.117
99 H -5.20206 -0.71698 -2.76120  C94 1.136
100 H -3.53406 0.02802 -2.32120  C94 1.181
101 H -5.01006 0.19802 -1.39420  C94 1.078